(1)
{"formula": "C13H4BeCl5NO4", "method": "the ωB97M-V functional and the def2-TZVPD basis", "symbols": ["Be", "O", "C", "C", "C", "C", "C", "C", "C", "O", "N", "O", "O", "H", "H", "H", "H", "Cl", "C", "C", "C", "Cl", "C", "Cl", "C", "Cl", "C", "Cl"], "positions_angstrom": [[0.059838, -2.377332, -1.008046], [1.731855, -2.242882, -1.616147], [1.475500, -0.923179, -1.442082], [0.565155, 1.155439, -0.472462], [0.700117, 2.424968, -0.876616], [-0.585106, 2.767363, -1.408311], [-1.736279, 1.913191, -1.567886], [-1.991725, 0.525808, -1.484728], [-1.020871, -0.494450, -1.223021], [-1.407689, -1.766579, -1.636443], [-0.789637, 4.170332, -1.822382], [0.201386, 4.878698, -1.827325], [-1.904612, 4.547677, -2.126988], [2.068118, -0.391637, -2.181924], [1.571333, 3.061913, -0.843344], [-2.602934, 2.494533, -1.857007], [-2.958804, 0.124846, -1.746247], [0.960982, -4.944018, 1.596076], [0.744955, -3.247886, 1.855380], [0.376262, -2.457950, 0.811737], [0.381217, -0.975846, 0.877466], [0.354052, -0.312997, -0.554086], [0.477322, -0.513533, 2.205304], [0.918540, 1.146888, 2.498743], [0.547877, -1.355431, 3.307135], [0.602876, -0.693920, 4.893604], [0.669839, -2.737110, 3.151253], [0.590436, -3.776914, 4.498337]], "atomic_forces_ev_per_a": [[0.7495, -3.6244, -1.2001], [-2.7127, -0.2798, 1.4119], [3.4610, -4.1004, -2.4433], [2.1609, 0.4721, 2.4120], [-3.2585, -0.5908, -1.6203], [-0.4521, -0.2483, -0.2843], [0.4232, 0.5352, 0.2129], [2.5833, 1.4052, 0.3839], [-9.1470, -3.0159, -3.8205], [3.3548, 1.2867, 2.2652], [-0.1348, 0.1788, 0.0538], [-0.0390, -0.0718, 0.0104], [0.0697, 0.0204, -0.0224], [-1.1298, 1.5061, 0.1424], [-0.0791, 0.1174, 0.2231], [0.0081, -0.0102, -0.1317], [0.0156, 0.1183, -0.3500], [0.0222, 0.0368, 0.0060], [-0.9701, -0.2789, 0.2852], [-0.2745, 2.7402, -3.7563], [-0.0713, -6.4552, 6.4647], [4.7386, 8.2009, 0.5005], [1.2686, 2.2259, -0.6412], [-0.5106, -0.0274, 0.0485], [-0.0419, -0.0966, 0.0558], [-0.0537, -0.0011, -0.0573], [-0.2546, -0.0526, -0.1939], [0.2741, 0.0097, 0.0449]], "multiplicity": 1, "de_lowest_kcal_mol": 262.5, "total_energy_ha": -3168.4533, "lumo_ev": [-2.3, -2.3]}


(2)
{"formula": "C13H4F3IrN3O4", "method": "the ωB97M-V functional and the def2-TZVPD basis", "symbols": ["Ir", "O", "C", "O", "C", "O", "O", "N", "C", "N", "C", "N", "F", "C", "F", "F", "C", "C", "C", "C", "C", "C", "C", "C", "H", "H", "H", "H"], "positions_angstrom": [[0.247458, -3.305180, -0.470904], [4.177760, -3.768551, 0.602723], [3.037340, -3.798375, 0.363230], [2.250237, -3.797567, -0.618058], [1.833252, -4.046740, 2.010688], [2.491592, -4.304230, 2.941203], [0.687865, -3.840470, 1.611414], [-1.423354, -3.976422, -1.116500], [-2.603765, -3.929902, -1.333394], [-3.779332, -3.816247, -1.602682], [-4.977873, -4.275836, -1.345901], [-6.052751, -4.629583, -1.136182], [-0.623091, 6.002430, -0.661934], [0.267921, 5.460393, 0.185979], [1.469600, 5.964772, -0.145577], [-0.026570, 5.910882, 1.411548], [0.260463, 3.955612, 0.103692], [0.530066, 3.363774, -1.125624], [0.522601, 1.988928, -1.240586], [0.245433, 1.195496, -0.121971], [-0.015128, 1.800873, 1.108759], [-0.008786, 3.181007, 1.220725], [0.221011, -0.226203, -0.231106], [0.223940, -1.438480, -0.375005], [0.743647, 3.982103, -1.986583], [0.731995, 1.514347, -2.188644], [-0.219057, 1.180608, 1.969840], [-0.212467, 3.652558, 2.170838]], "atomic_forces_ev_per_a": [[1.1105, -3.3949, 1.5840], [0.1998, -0.0528, 0.2520], [-0.3366, -0.0293, -0.1815], [0.1355, 0.7165, 0.2208], [0.9706, 0.3322, -0.2533], [-0.0750, -0.1410, 0.1041], [-0.9901, 0.7009, -1.5769], [-0.4697, 0.6901, -0.3570], [-0.3893, 0.2546, 0.3035], [0.1592, 0.2040, -0.4271], [0.0768, -0.1554, 0.2293], [-0.1821, -0.0610, -0.0308], [-0.0777, 0.0583, -0.0853], [0.0165, -0.2620, -0.0202], [0.1008, 0.0525, -0.0325], [-0.0254, 0.0261, 0.1252], [-0.0089, 0.1744, 0.0107], [-0.0135, 0.0085, 0.0931], [-0.0175, -0.0404, 0.0754], [-0.0165, 0.1796, 0.0848], [0.0485, 0.0116, -0.1032], [0.0111, 0.0084, -0.0769], [0.0140, -1.2755, -0.3110], [-0.2042, 1.9709, 0.3788], [0.0016, 0.0167, -0.0269], [-0.0107, -0.0039, -0.0183], [-0.0203, 0.0028, 0.0215], [-0.0073, 0.0084, 0.0180]], "s2": 0.768, "multiplicity": 2, "de_lowest_kcal_mol": 24.8, "total_energy_ha": -1366.7512, "lumo_ev": [-3.5, -3.4]}


Q: Which formula does entry 2 have?
A: C13H4F3IrN3O4